The following is a quantum chemistry calculation of a structure of composition C2H2CsLi2O2 at a distorted geometry, from OMol25.

Structure (XYZ):
```
9
Properties=species:S:1:pos:R:3:mulliken_spin:R:1
O 1.2389 0.9711 0.1519 0.39
C 0.0833 0.7235 -0.4801 0.28
C -1.0165 0.1840 0.1230 0.14
Li 2.9215 2.0048 2.1668 -0.84
Cs 2.0454 -2.3830 0.8719 0.05
H 0.1523 0.6211 -1.5790 0.03
H -1.0536 0.2793 1.2277 0.02
Li -2.6099 -1.6135 -2.0909 0.85
O -1.7613 -0.7873 -0.3913 0.07
```

Calculated values
- HOMO level (alpha / beta): -3.3960 / -4.4516 eV
- <S²>: 1.751
- Energy above the lowest of the compared OMol25 structures with the same formula, charge and spin: 0.280 eV
- E: -262.93399 Eh
- 2S+1: 2